Entry 1:
{"formula": "C38H56BKN8OS", "method": "ωB97M-V/def2-TZVPD", "orbital_gap_ev": 5.567, "max_force_ev_per_a": 0.69, "e_homo_ev": -1.4, "charge": -2, "e_tot_ha": -3017.91886, "de_lowest_kcal_mol": 35.7, "elements": ["K", "C", "C", "C", "C", "N", "N", "B", "N", "N", "C", "C", "C", "C", "C", "C", "C", "C", "N", "N", "C", "C", "C", "C", "C", "C", "C", "C", "C", "C", "C", "C", "H", "H", "H", "H", "H", "H", "H", "H", "H", "H", "H", "H", "H", "H", "H", "H", "H", "H", "H", "H", "H", "H", "H", "H", "H", "H", "H", "H", "H", "H", "H", "H", "H", "H", "H", "H", "H", "H", "H", "H", "O", "N", "C", "C", "C", "C", "C", "S", "H", "H", "H", "H", "C", "N", "C", "C", "C", "C", "C", "C", "C", "C", "H", "H", "H", "H", "H", "H", "H", "H", "H", "H", "H", "H"], "positions_angstrom": [[1.11590, -0.18099, -0.66081], [-4.56587, -2.36435, -0.76165], [-3.13971, -2.34644, -1.19382], [-2.58063, -3.24330, -2.07966], [-1.24627, -2.83357, -2.20979], [-1.02652, -1.76532, -1.47109], [-2.18370, -1.46893, -0.81138], [-1.98825, -0.24529, 0.16289], [-2.65511, 1.11010, -0.31358], [-1.76306, 1.87994, -0.99414], [-2.37811, 2.98666, -1.35828], [-3.71216, 2.96411, -0.91309], [-3.84075, 1.75957, -0.25415], [-5.06008, 1.31205, 0.47862], [-1.65408, 4.08065, -2.10672], [-2.40527, 4.38709, -3.40798], [-1.62625, 5.34307, -1.23596], [-0.22370, 3.65957, -2.43325], [-2.04732, -0.52238, 1.70235], [-0.85524, -0.24775, 2.30059], [-0.96735, -0.55701, 3.57511], [-2.26286, -1.02351, 3.85026], [-2.90880, -0.99976, 2.63388], [-4.28247, -1.52649, 2.39507], [0.20264, -0.45728, 4.52302], [1.48064, -0.15005, 3.74971], [0.36358, -1.79824, 5.24848], [-0.05647, 0.65238, 5.55004], [-0.12383, -3.44962, -3.01065], [0.61906, -2.36340, -3.79010], [-0.68530, -4.47773, -3.99657], [0.84281, -4.14653, -2.04760], [-5.17063, -2.78714, -1.56571], [-4.71150, -2.98116, 0.12551], [-4.94775, -1.37156, -0.54980], [-3.08883, -4.06564, -2.55534], [-0.86283, 0.01679, 0.00372], [-4.47853, 3.71491, -1.02371], [-5.83666, 2.06634, 0.34260], [-5.45708, 0.36779, 0.10860], [-4.87587, 1.21527, 1.54839], [-3.43307, 4.70002, -3.20876], [-1.90172, 5.18673, -3.95726], [-2.43645, 3.50196, -4.04357], [-2.63642, 5.66339, -0.97074], [-1.07941, 5.15126, -0.31190], [-1.13189, 6.16066, -1.76705], [-0.19231, 2.77475, -3.06398], [0.29724, 4.46899, -2.95187], [0.33168, 3.40490, -1.53222], [-2.66949, -1.38661, 4.78037], [-4.89814, -1.33223, 3.27610], [-4.76799, -1.07326, 1.54173], [-4.26072, -2.60597, 2.23622], [1.65013, -0.89585, 2.97547], [1.40350, 0.81739, 3.25729], [2.33707, -0.13547, 4.42965], [0.51892, -2.60245, 4.52873], [1.21989, -1.76208, 5.92786], [-0.52767, -2.03695, 5.83245], [-0.15173, 1.61845, 5.05173], [-0.97982, 0.46464, 6.10145], [0.76748, 0.71125, 6.26699], [-0.05639, -1.83529, -4.46576], [1.05739, -1.62560, -3.12158], [1.42687, -2.80651, -4.37838], [-1.40613, -4.02061, -4.67758], [0.12662, -4.90379, -4.59148], [-1.18104, -5.29447, -3.46978], [1.24330, -3.45195, -1.30789], [0.33105, -4.92814, -1.48373], [1.67124, -4.59439, -2.60463], [2.18690, -2.22577, 0.63427], [2.66584, -2.86403, 1.65578], [3.93334, -2.57940, 2.02843], [4.55135, -3.16509, 3.10353], [3.82400, -4.10205, 3.84213], [2.54069, -4.39165, 3.46061], [1.89744, -3.78976, 2.35005], [0.31160, -4.13607, 1.89157], [4.40109, -1.83933, 1.39539], [5.56539, -2.88574, 3.35122], [4.26115, -4.59015, 4.70463], [1.94338, -5.10796, 4.00869], [2.36332, 3.19286, 1.27139], [2.80112, 2.39947, 0.15000], [3.71986, 1.36248, 0.56192], [3.34958, 3.21686, -0.91698], [3.32272, 2.61247, -2.32132], [4.02364, 3.34877, -3.27907], [4.00532, 2.97613, -4.61447], [3.28260, 1.84394, -4.97027], [2.61937, 1.11552, -3.98595], [2.58707, 1.44749, -2.61433], [3.19699, 3.72293, 1.77736], [1.87214, 2.55722, 2.00782], [1.64017, 3.93752, 0.93565], [4.64428, 1.78311, 1.00637], [3.99209, 0.76247, -0.30581], [3.24990, 0.71166, 1.30202], [4.39132, 3.51296, -0.66662], [2.77280, 4.14866, -0.93825], [4.58726, 4.23374, -2.98046], [4.54243, 3.55674, -5.35966], [3.24396, 1.52869, -6.01130], [2.08214, 0.22971, -4.32623]], "atomic_forces_ev_per_a": [[0.690, 0.065, -0.044], [-0.050, -0.023, 0.034], [-0.072, -0.036, 0.045], [-0.015, 0.026, -0.003], [0.039, 0.039, -0.127], [-0.019, -0.133, 0.185], [0.018, 0.080, -0.121], [-0.127, 0.153, 0.000], [-0.010, -0.030, -0.089], [0.085, -0.027, -0.104], [0.064, -0.020, -0.023], [0.019, -0.016, 0.006], [-0.126, 0.016, 0.127], [-0.039, -0.013, 0.008], [-0.010, -0.021, -0.031], [0.004, 0.007, 0.030], [-0.006, -0.015, -0.010], [-0.011, 0.031, 0.026], [-0.040, -0.012, -0.013], [0.151, 0.064, -0.006], [0.031, -0.003, 0.020], [-0.029, 0.011, -0.070], [-0.055, -0.071, 0.069], [-0.042, 0.012, 0.000], [-0.006, 0.009, 0.013], [0.004, 0.022, 0.012], [0.001, 0.015, -0.015], [0.005, -0.025, -0.032], [-0.006, -0.040, -0.022], [-0.010, -0.008, -0.009], [0.027, 0.053, 0.030], [-0.006, 0.013, 0.043], [0.003, 0.004, 0.016], [-0.032, 0.013, -0.015], [-0.006, 0.079, -0.025], [-0.012, -0.022, -0.029], [-0.613, 0.020, 0.281], [-0.031, 0.026, 0.002], [-0.001, -0.020, 0.008], [-0.025, 0.000, 0.028], [0.040, -0.080, 0.057], [-0.021, 0.004, 0.004], [0.015, 0.030, -0.018], [-0.006, -0.035, -0.023], [-0.024, 0.009, 0.001], [0.015, -0.007, 0.032], [0.023, 0.032, -0.015], [-0.013, -0.073, -0.042], [0.023, 0.027, -0.006], [0.051, -0.012, 0.044], [-0.022, -0.013, 0.031], [-0.001, -0.018, -0.020], [-0.033, 0.036, -0.043], [0.014, -0.022, -0.007], [0.011, -0.049, -0.047], [0.019, 0.055, -0.021], [0.023, 0.000, 0.018], [-0.013, -0.026, -0.028], [0.032, 0.007, 0.020], [-0.032, -0.005, 0.030], [-0.006, 0.032, -0.017], [-0.033, -0.014, 0.024], [0.028, 0.001, 0.019], [-0.015, 0.022, -0.026], [0.025, 0.020, -0.001], [0.027, -0.005, -0.015], [-0.026, 0.023, -0.031], [0.014, -0.006, 0.002], [-0.027, -0.038, 0.025], [0.013, 0.012, -0.002], [-0.006, -0.039, 0.004], [0.043, -0.026, -0.016], [-0.083, 0.080, -0.139], [0.084, 0.043, 0.016], [0.142, 0.018, 0.071], [-0.014, -0.008, -0.011], [0.051, 0.035, 0.004], [-0.052, -0.058, 0.047], [-0.025, -0.043, -0.008], [-0.046, -0.016, -0.004], [-0.015, -0.002, -0.008], [0.016, 0.001, 0.004], [0.010, -0.012, 0.019], [0.011, 0.015, -0.010], [0.042, 0.046, 0.038], [-0.094, -0.027, -0.034], [0.016, -0.005, -0.062], [-0.003, 0.016, -0.013], [-0.014, -0.014, 0.109], [0.044, 0.026, -0.009], [0.031, 0.039, -0.052], [0.010, -0.011, -0.042], [0.012, 0.044, -0.014], [0.130, -0.100, -0.077], [-0.012, -0.004, -0.016], [0.005, -0.020, 0.035], [-0.013, 0.008, 0.006], [-0.013, -0.005, -0.002], [0.010, -0.022, -0.050], [-0.001, -0.027, 0.045], [-0.047, 0.029, 0.015], [-0.036, -0.030, -0.010], [0.001, 0.005, 0.004], [-0.014, -0.018, 0.019], [0.003, -0.001, 0.008], [-0.019, -0.043, -0.010]], "lowdin_charge": [0.67, -0.03, -0.27, 0.01, -0.27, 0.09, 0.06, -0.46, 0.04, 0.14, -0.28, -0.01, -0.29, -0.03, -0.55, -0.06, -0.06, -0.06, 0.05, 0.14, -0.28, 0.00, -0.28, -0.03, -0.54, -0.05, -0.05, -0.06, -0.55, -0.05, -0.07, -0.04, 0.08, 0.06, 0.04, 0.09, -0.01, 0.09, 0.07, 0.05, 0.08, 0.07, 0.07, 0.09, 0.07, 0.08, 0.07, 0.08, 0.09, 0.07, 0.10, 0.08, 0.02, 0.08, 0.07, 0.06, 0.09, 0.06, 0.08, 0.07, 0.08, 0.07, 0.07, 0.09, 0.05, 0.08, 0.08, 0.07, 0.07, 0.06, 0.08, 0.08, -0.27, -0.26, -0.06, -0.11, -0.13, -0.15, -0.77, 0.52, 0.12, 0.08, 0.09, 0.08, -0.11, -0.28, -0.13, -0.21, -0.29, -0.11, -0.16, -0.16, -0.19, -0.13, 0.08, 0.07, 0.07, 0.08, 0.08, 0.07, 0.11, 0.11, 0.09, 0.07, 0.07, 0.05]}

***

Entry 2:
{"formula": "C38H56BrFIN4O3P", "method": "ωB97M-V/def2-TZVPD", "orbital_gap_ev": 8.201, "max_force_ev_per_a": 6.22, "e_homo_ev": -8.6, "e_tot_ha": -5238.77928, "elements": ["C", "C", "C", "C", "C", "C", "C", "C", "C", "F", "O", "C", "O", "C", "N", "C", "N", "I", "N", "C", "O", "C", "C", "C", "C", "C", "C", "C", "C", "C", "C", "P", "N", "C", "Br", "C", "C", "H", "H", "H", "H", "H", "H", "H", "H", "H", "H", "H", "H", "H", "H", "H", "H", "H", "H", "H", "H", "H", "H", "H", "H", "H", "H", "H", "H", "H", "H", "H", "H", "H", "H", "H", "H", "H", "H", "H", "H", "H", "H", "H", "H", "C", "C", "C", "C", "C", "C", "H", "H", "H", "H", "H", "H", "C", "C", "C", "C", "C", "C", "H", "H", "H", "H", "H", "H"], "positions_angstrom": [[-2.96310, -4.41570, -2.89561], [-4.39098, -4.30853, -3.62241], [-4.41691, -3.39260, -4.95025], [-2.96443, -3.19245, -5.65077], [-2.33081, -1.84501, -5.04075], [-0.73951, -1.91693, -4.76633], [-0.38743, -0.62006, -3.82519], [0.95820, 0.12765, -4.29304], [1.89437, 0.63791, -3.08394], [2.08089, -0.48318, -2.20097], [1.46117, 1.85718, -2.46440], [0.58152, 1.66326, -1.34535], [-0.51751, 2.64477, -1.53505], [-1.68279, 1.94825, -1.99927], [-2.66023, 1.22646, -1.98357], [1.31765, 2.09616, 0.06347], [2.75305, 2.49424, -0.13197], [0.36764, 3.98770, 0.76196], [1.11101, 1.12919, 1.17927], [1.55507, -0.25872, 0.86365], [2.96290, -0.40728, 0.57693], [3.59761, -1.39591, 1.38393], [4.86804, -0.90607, 2.18475], [5.73942, -1.82245, 3.08552], [7.02481, -1.15509, 3.78155], [5.31342, -3.31413, 3.20944], [4.04748, -3.82725, 2.42006], [3.19408, -2.89096, 1.51052], [1.95134, -3.48182, 0.69590], [1.67147, -5.05220, 0.95297], [2.27846, -3.33819, -0.89299], [-0.58762, 0.98024, 1.67711], [-0.78976, 1.65876, 3.13889], [3.38343, 0.95963, -3.69409], [4.32678, -0.77863, -3.91340], [3.34750, 1.85880, -5.01936], [4.90074, 1.96162, -5.53575], [-2.42465, -3.39887, -2.77335], [-3.05148, -4.90355, -1.85689], [-2.26056, -5.05815, -3.55870], [-4.75879, -5.35188, -3.92841], [-5.16266, -3.86442, -2.88482], [-4.82346, -2.34982, -4.65308], [-5.10269, -3.85435, -5.73960], [-2.26635, -4.08663, -5.52575], [-3.17453, -2.98124, -6.76871], [-2.53009, -0.92170, -5.71526], [-2.80761, -1.56449, -4.02083], [-0.10798, -1.76436, -5.72504], [-0.42883, -2.84835, -4.17116], [-1.25544, 0.12424, -4.00845], [-0.34596, -0.99208, -2.73981], [1.56863, -0.65037, -4.89816], [0.72023, 1.01390, -5.00015], [0.05828, 0.65068, -1.29382], [3.27382, 1.77365, -0.65245], [2.78100, 3.35562, -0.70987], [1.34428, -0.89326, 1.81365], [0.97504, -0.78236, 0.01778], [5.18289, 0.20124, 2.07801], [7.85751, -1.16718, 2.97310], [6.86795, -0.05962, 4.06371], [7.37686, -1.82594, 4.63451], [5.94638, -4.01634, 3.84354], [3.81748, -4.94968, 2.56339], [0.98497, -2.90313, 0.96041], [1.47276, -5.29542, 2.05924], [0.87445, -5.46894, 0.24420], [2.66219, -5.59372, 0.68753], [1.35210, -3.03946, -1.49887], [2.66716, -4.37779, -1.22128], [3.14524, -2.61012, -1.05606], [-1.48982, 1.55778, 0.72534], [-0.94890, -0.42184, 1.79397], [0.14626, 2.04806, 3.39274], [3.93202, 1.53527, -2.85137], [3.04804, 2.94426, -4.77707], [2.76818, 1.41091, -5.89365], [5.59192, 1.85684, -4.61008], [5.13458, 1.02459, -6.17554], [5.11339, 2.92257, -6.11279], [-3.61950, 1.61473, 4.39555], [-4.14813, 1.39460, 5.66438], [-5.50110, 1.10450, 5.81546], [-6.32454, 1.02480, 4.69580], [-5.79558, 1.24118, 3.42693], [-4.44432, 1.54035, 3.27702], [-2.56503, 1.84432, 4.27748], [-3.50471, 1.45001, 6.53680], [-5.91398, 0.93955, 6.80536], [-7.37836, 0.79392, 4.81281], [-6.43748, 1.17747, 2.55376], [-4.03335, 1.71459, 2.28752], [-2.35529, 5.94695, 4.13178], [-3.04206, 7.02543, 4.68124], [-3.38389, 7.01909, 6.03006], [-3.03001, 5.93767, 6.83200], [-2.34002, 4.86106, 6.28295], [-2.00623, 4.86323, 4.93207], [-2.09183, 5.95050, 3.07895], [-3.31191, 7.87152, 4.05726], [-3.92516, 7.85694, 6.45690], [-3.29226, 5.93463, 7.88495], [-2.06287, 4.01865, 6.90870], [-1.47315, 4.02111, 4.50273]], "atomic_forces_ev_per_a": [[0.375, -0.172, -0.439], [-0.293, 0.284, 0.059], [0.542, -0.061, -0.075], [-1.060, 1.448, 0.040], [0.951, 0.035, 0.371], [-0.027, 1.584, 0.489], [-0.434, 0.112, -1.015], [-0.021, -0.551, 0.390], [1.293, -1.038, -2.877], [-0.885, 2.264, -0.436], [-0.614, -2.353, 1.358], [-0.413, 0.658, 0.142], [-3.020, -3.021, -2.206], [-1.448, -1.755, 2.445], [4.846, 3.857, -0.603], [0.577, 0.925, -0.806], [-1.283, -0.421, -0.205], [0.658, -0.153, 0.067], [-0.615, -0.987, -2.117], [-0.130, -2.413, 0.851], [-0.386, -1.034, 1.373], [3.271, -1.887, 2.861], [-0.906, -2.553, -0.046], [-3.031, -0.673, -1.841], [-0.106, -1.066, -1.397], [-1.942, 2.660, -2.377], [1.742, 3.152, 0.364], [1.844, 0.482, 1.476], [0.025, -0.231, -0.472], [1.350, 0.155, 0.209], [0.400, -0.460, 0.478], [-0.104, 1.494, 3.890], [1.536, -0.667, -2.056], [-1.347, 1.194, 0.962], [-0.325, 0.908, -0.163], [2.211, 0.104, -0.216], [-0.109, -0.978, 0.496], [-1.104, -1.553, -0.136], [0.096, 0.699, -1.662], [-1.117, 0.945, 1.281], [0.640, 1.408, 0.692], [1.207, -0.850, -1.131], [0.643, -1.677, -0.736], [0.698, 0.636, 1.293], [-1.053, 1.248, -0.229], [0.580, -0.646, 1.715], [0.289, -1.612, 0.966], [0.632, -0.676, -1.655], [-1.165, -0.749, 1.415], [-0.483, 1.157, -1.247], [1.396, -1.278, 0.810], [-0.100, 0.825, -1.518], [-0.707, 1.430, 1.097], [0.383, -1.444, 1.350], [1.250, 1.157, -0.183], [-0.419, 0.155, 0.488], [-0.175, -0.838, 0.560], [0.215, 1.211, -1.447], [0.790, 1.020, 0.888], [-0.728, -2.017, 0.141], [-1.251, 0.031, 1.393], [-0.001, -1.729, -0.155], [-0.524, 1.212, -0.986], [-1.127, 0.978, -0.989], [0.169, 2.226, -0.476], [1.610, -0.842, -0.395], [-0.050, 0.408, -1.740], [0.976, 0.799, 1.198], [-1.638, 0.746, 0.374], [1.423, -0.469, 0.804], [-0.749, 1.728, 0.261], [-1.475, -0.835, 0.093], [0.609, -0.637, -0.157], [0.439, 0.728, -0.873], [-1.024, -0.297, -0.092], [-0.683, -1.013, -1.542], [-0.048, -1.893, -0.190], [0.440, 0.654, 1.545], [-1.017, 0.530, -1.615], [-0.354, 1.745, 0.902], [-0.326, -1.397, 0.816], [-0.014, 0.096, 0.200], [-0.225, -0.023, -0.142], [0.054, -0.006, -0.067], [0.081, 0.020, 0.003], [0.035, -0.006, 0.018], [-0.055, -0.072, 0.219], [-0.252, -0.109, -0.051], [-0.049, 0.013, -0.075], [0.016, 0.000, -0.076], [0.082, 0.026, -0.013], [0.041, 0.013, 0.079], [-0.011, 0.019, 0.050], [-0.019, -0.008, 0.146], [0.007, -0.054, 0.032], [0.061, -0.079, -0.025], [0.022, -0.001, -0.105], [-0.038, 0.105, -0.047], [0.035, 0.047, 0.016], [-0.032, -0.013, 0.076], [0.010, -0.076, 0.056], [0.049, -0.062, -0.034], [0.015, -0.001, -0.088], [-0.034, 0.064, -0.070], [-0.069, 0.041, -0.007]], "lowdin_charge": [-0.14, -0.25, -0.22, -0.20, -0.23, -0.19, -0.20, -0.10, -0.45, -0.07, -0.01, -0.28, -0.20, -0.22, 0.17, -0.73, 0.02, 0.99, -0.24, -0.28, -0.11, -0.15, 0.05, -0.22, -0.10, -0.03, -0.01, -0.09, -0.35, -0.12, -0.08, 0.70, -0.31, -0.56, 0.73, -0.24, -0.16, 0.06, 0.08, 0.08, 0.10, 0.11, 0.11, 0.10, 0.10, 0.11, 0.12, 0.10, 0.11, 0.11, 0.09, 0.11, 0.11, 0.14, 0.14, 0.06, 0.06, 0.13, 0.12, 0.11, 0.09, 0.08, 0.07, 0.09, 0.09, 0.12, 0.08, 0.09, 0.08, 0.08, 0.09, 0.07, -0.01, 0.04, -0.02, 0.11, 0.13, 0.11, 0.07, 0.07, 0.07, -0.11, -0.09, -0.10, -0.11, -0.10, -0.10, 0.03, 0.10, 0.10, 0.10, 0.10, 0.09, -0.09, -0.10, -0.10, -0.10, -0.09, -0.09, 0.09, 0.10, 0.10, 0.10, 0.10, 0.08]}